No. 1
DFT (ωB97M-V/def2-TZVPD) results for a molecular structure, C12H14I2N2Sr at a distorted geometry.

Element x y z (Å)
I -0.923 3.534 1.788
I 1.360 -0.499 2.811
Sr 0.748 1.210 0.304
N -1.552 0.622 -1.032
N 0.597 -1.082 -1.119
C -3.837 1.221 -1.491
C 3.055 1.396 -0.005
C 1.599 -3.225 -1.567
C -2.933 -0.847 -2.334
C -2.584 1.474 -0.927
C -1.703 -0.541 -1.716
C -4.005 0.037 -2.213
C 1.624 -1.944 -1.000
C 0.453 -3.622 -2.261
C -0.543 -1.475 -1.748
C -0.624 -2.741 -2.357
C 2.390 2.815 0.488
H 1.689 3.249 -0.245
H 1.959 2.753 1.503
H -4.957 -0.206 -2.683
H 2.465 -3.875 -1.450
H -1.537 -3.004 -2.887
H 2.476 -1.598 -0.404
H 4.126 1.605 -0.094
H 2.731 1.067 -1.009
H -2.387 2.381 -0.340
H -4.636 1.947 -1.352
H 2.979 0.602 0.765
H 0.384 -4.607 -2.721
H -3.012 -1.776 -2.896
H 3.218 3.522 0.564

Calculated values
Kohn-Sham gap = 6.661 eV
highest occupied orbital energy = -7.602 eV
E_LUMO = -0.94 eV
maximum force = 5.99 eV/Å
DFT total energy = -1201.3838 Ha

Electronic structure analysis, Mulliken charges in units of e: atom 1 (I): -0.587, atom 2 (I): -0.474, atom 3 (Sr): 1.228, atom 4 (N): -0.109, atom 5 (N): 0.241, atom 6 (C): -0.814, atom 7 (C): -1.290, atom 8 (C): -0.741, atom 9 (C): -0.616, atom 10 (C): 0.172, atom 11 (C): 0.456, atom 12 (C): -0.354, atom 13 (C): -0.259, atom 14 (C): -0.456, atom 15 (C): 0.415, atom 16 (C): -0.541, atom 17 (C): -1.372, atom 18 (H): 0.566, atom 19 (H): 0.400, atom 20 (H): 0.418, atom 21 (H): 0.380, atom 22 (H): 0.259, atom 23 (H): 0.400, atom 24 (H): 0.375, atom 25 (H): 0.446, atom 26 (H): 0.022, atom 27 (H): 0.398, atom 28 (H): 0.419, atom 29 (H): 0.420, atom 30 (H): 0.279, atom 31 (H): 0.318

---

No. 2
DFT (ωB97M-V/def2-TZVPD) results for a single C12H14N2O molecule at a distorted geometry.

Element x y z (Å)
O -0.552 0.765 -1.120
N -1.069 -2.589 -1.569
N 0.632 -2.576 1.362
C -1.497 0.587 -0.151
C -1.391 -0.472 0.933
C 1.707 1.475 -1.183
C 3.019 1.367 -0.737
C 1.188 -0.494 0.006
C -1.659 1.890 0.629
C 3.459 0.346 0.012
C -2.797 0.329 -1.025
C 0.348 -1.656 0.350
C -0.460 -2.164 -0.707
C 2.527 -0.633 0.421
C 0.741 0.517 -0.815
H 1.126 -2.177 2.095
H -1.582 2.776 -0.132
H 2.714 -1.548 0.883
H -2.752 -0.707 -1.291
H 3.841 1.880 -1.261
H -0.045 -3.350 1.466
H -2.892 0.858 -1.968
H -2.049 -1.349 1.076
H 1.410 2.310 -1.856
H -2.597 1.963 1.374
H 4.418 0.177 0.435
H -1.324 0.005 1.961
H -3.651 0.466 -0.414
H -0.813 2.006 1.227

Calculated values
Kohn-Sham gap (alpha / beta) = 8.452 / 8.453 eV
highest occupied orbital energy (alpha / beta) = -7.966 / -7.967 eV
E_LUMO (alpha / beta) = 0.49 / 0.49 eV
maximum force = 5.41 eV/Å
DFT total energy = -650.2753 Ha

Electronic structure analysis, Mulliken charges in units of e: atom 1 (O): -0.398, atom 2 (N): -0.556, atom 3 (N): -0.584, atom 4 (C): 1.784, atom 5 (C): -1.099, atom 6 (C): -0.421, atom 7 (C): -0.641, atom 8 (C): 1.204, atom 9 (C): -1.748, atom 10 (C): -0.578, atom 11 (C): -1.661, atom 12 (C): 0.614, atom 13 (C): 0.249, atom 14 (C): -0.932, atom 15 (C): -0.236, atom 16 (H): 0.207, atom 17 (H): 0.291, atom 18 (H): 0.533, atom 19 (H): 0.411, atom 20 (H): 0.296, atom 21 (H): 0.251, atom 22 (H): 0.325, atom 23 (H): 0.333, atom 24 (H): 0.397, atom 25 (H): 0.313, atom 26 (H): 0.427, atom 27 (H): 0.261, atom 28 (H): 0.400, atom 29 (H): 0.559

---

No. 3
DFT (ωB97M-V/def2-TZVPD) results for a molecular structure, C12H14N2O8SeTa at a distorted geometry.

Element x y z (Å)
Ta 0.033 0.882 -1.597
Se 0.893 -0.754 -3.025
O -2.975 0.237 3.482
O 0.289 2.557 -2.501
O -1.906 1.399 -2.161
O -1.861 1.823 2.187
O -3.253 -1.983 3.517
O -0.787 1.929 0.213
O -3.138 3.095 -2.952
O -0.633 4.534 -3.019
N -2.018 -2.226 1.012
N -1.090 -0.683 -0.237
C -1.572 -0.107 0.906
C -2.816 -0.977 3.006
C -0.739 3.374 -2.750
C 2.311 -1.209 0.562
C 1.829 1.132 -0.265
C 2.891 0.038 -0.099
C -2.093 2.594 -2.628
C -2.152 -1.042 1.693
C -1.410 1.345 1.136
C -1.106 -3.060 -1.128
C 4.075 0.554 0.722
C -1.380 -1.983 -0.151
H -2.020 -3.617 -1.332
H 2.309 2.032 -0.674
H -0.359 -3.748 -0.734
H -0.726 -2.629 -2.049
H 1.565 -1.674 -0.083
H 1.833 -0.949 1.510
H 3.746 0.836 1.725
H 4.516 1.436 0.260
H 1.484 1.427 0.733
H -2.575 0.922 2.857
H 4.854 -0.204 0.825
H 3.087 -1.947 0.770
H 3.258 -0.246 -1.091
H -2.362 -3.108 1.364

Calculated values
Kohn-Sham gap = 8.409 eV
highest occupied orbital energy = -5.970 eV
total charge = -1
E_LUMO = 2.44 eV
maximum force = 2.51 eV/Å
DFT total energy = -3635.9009 Ha

Electronic structure analysis, Mulliken charges in units of e: atom 1 (Ta): 1.498, atom 2 (Se): -0.603, atom 3 (O): -0.603, atom 4 (O): -0.594, atom 5 (O): -0.648, atom 6 (O): -0.805, atom 7 (O): -0.660, atom 8 (O): -0.628, atom 9 (O): -0.622, atom 10 (O): -0.578, atom 11 (N): -0.005, atom 12 (N): 0.048, atom 13 (C): 0.534, atom 14 (C): 0.443, atom 15 (C): 0.636, atom 16 (C): -1.054, atom 17 (C): -1.389, atom 18 (C): 1.032, atom 19 (C): 0.739, atom 20 (C): 0.004, atom 21 (C): 0.614, atom 22 (C): -1.293, atom 23 (C): -1.682, atom 24 (C): 0.192, atom 25 (H): 0.460, atom 26 (H): 0.378, atom 27 (H): 0.312, atom 28 (H): 0.067, atom 29 (H): -0.010, atom 30 (H): 0.259, atom 31 (H): 0.354, atom 32 (H): 0.396, atom 33 (H): 0.397, atom 34 (H): 0.462, atom 35 (H): 0.427, atom 36 (H): 0.477, atom 37 (H): 0.212, atom 38 (H): 0.232

---

No. 4
DFT (ωB97M-V/def2-TZVPD) results for a molecular structure, C12H14N3O10P2PtSSe.

Element x y z (Å)
Pt 0.353 -0.758 -0.414
Se 0.403 1.404 0.785
S 2.682 -2.763 0.540
P -0.659 -3.583 -1.887
P -1.898 -2.722 0.663
O -1.868 -3.068 -0.907
O -1.243 -3.999 -3.166
O -3.254 -2.290 1.033
O 0.377 -2.460 -1.868
O 1.724 -3.843 0.673
O 2.012 -1.400 0.574
O 3.770 -2.750 1.477
O -0.059 -4.810 -1.060
O -1.429 -4.070 1.369
O -0.789 -1.679 0.942
N 1.310 0.242 -1.852
N 0.632 0.662 -2.809
N -1.161 -0.001 -1.442
C -2.451 -0.030 -1.129
C 2.732 0.326 -1.993
C -3.394 0.462 -2.021
C 3.297 0.042 -3.229
C -0.747 0.542 -2.600
C 4.877 0.677 -1.028
C -1.631 1.049 -3.527
C 4.675 0.072 -3.353
C 5.463 0.392 -2.254
C -2.985 0.994 -3.230
C 3.500 0.639 -0.882
C 3.379 -2.907 -1.081
H 2.659 -0.232 -4.059
H -1.245 1.472 -4.443
H 6.541 0.408 -2.353
H -3.712 1.372 -3.936
H 5.493 0.917 -0.172
H 5.134 -0.167 -4.303
H -1.280 -4.782 0.731
H -2.731 -0.463 -0.175
H 3.854 -3.886 -1.127
H 0.638 -4.498 -0.431
H 3.006 0.858 0.057
H 4.120 -2.121 -1.204
H -4.438 0.409 -1.750
H 2.578 -2.832 -1.813

Calculated values
Kohn-Sham gap (alpha / beta) = 4.833 / 4.836 eV
highest occupied orbital energy (alpha / beta) = -4.563 / -4.565 eV
total charge = -1
E_LUMO (alpha / beta) = 0.27 / 0.27 eV
maximum force = 0.26 eV/Å
DFT total energy = -4984.3683 Ha

Electronic structure analysis, Mulliken charges in units of e: atom 1 (Pt): 1.502, atom 2 (Se): -0.429, atom 3 (S): 1.210, atom 4 (P): 0.301, atom 5 (P): 0.770, atom 6 (O): -0.158, atom 7 (O): -0.764, atom 8 (O): -0.720, atom 9 (O): -0.450, atom 10 (O): -0.766, atom 11 (O): -0.527, atom 12 (O): -0.696, atom 13 (O): -0.624, atom 14 (O): -0.522, atom 15 (O): -0.299, atom 16 (N): 0.864, atom 17 (N): -0.861, atom 18 (N): 0.007, atom 19 (C): -0.065, atom 20 (C): 0.143, atom 21 (C): -1.015, atom 22 (C): -0.065, atom 23 (C): 0.185, atom 24 (C): -0.778, atom 25 (C): -0.468, atom 26 (C): -0.670, atom 27 (C): -0.382, atom 28 (C): -0.279, atom 29 (C): -0.097, atom 30 (C): -0.692, atom 31 (H): 0.436, atom 32 (H): 0.496, atom 33 (H): 0.382, atom 34 (H): 0.398, atom 35 (H): 0.377, atom 36 (H): 0.355, atom 37 (H): 0.369, atom 38 (H): 0.659, atom 39 (H): 0.461, atom 40 (H): 0.484, atom 41 (H): 0.179, atom 42 (H): 0.120, atom 43 (H): 0.450, atom 44 (H): 0.182

---

No. 5
DFT (ωB97M-V/def2-TZVPD) results for a single C12H14NOP molecule at a distorted geometry.

Element x y z (Å)
P -2.901 0.619 0.623
O 0.837 -1.092 -2.270
N -0.868 -0.680 -0.827
C 0.086 -2.989 1.061
C 0.141 2.696 0.620
C 2.164 2.894 -0.832
C -0.076 1.571 -0.180
C -0.987 -2.235 1.812
C -1.415 0.247 -0.050
C 0.341 -0.371 -1.435
C 1.998 1.510 -1.314
C -1.258 -2.872 0.426
C -1.556 -2.010 -0.853
C 0.787 0.915 -1.018
C 1.530 3.203 0.539
H 0.934 -2.407 0.640
H 1.656 4.259 0.604
H 2.945 1.145 -1.776
H -1.411 -2.684 2.737
H -1.122 -2.604 -1.739
H -3.430 -0.777 0.396
H 2.185 2.721 1.258
H 1.580 3.524 -1.544
H -1.922 -3.731 0.337
H -2.553 -1.661 -1.048
H -0.464 2.838 1.443
H 0.380 -3.967 1.415
H 3.263 3.101 -0.899
H -0.865 -1.163 1.874

Calculated values
Kohn-Sham gap (alpha / beta) = 7.763 / 7.762 eV
highest occupied orbital energy (alpha / beta) = -8.024 / -8.024 eV
E_LUMO (alpha / beta) = -0.26 / -0.26 eV
maximum force = 6.16 eV/Å
DFT total energy = -936.8471 Ha

Electronic structure analysis, Mulliken charges in units of e: atom 1 (P): -0.040, atom 2 (O): -0.645, atom 3 (N): 0.139, atom 4 (C): -0.450, atom 5 (C): -0.769, atom 6 (C): -0.651, atom 7 (C): 0.396, atom 8 (C): -0.604, atom 9 (C): 0.170, atom 10 (C): -0.015, atom 11 (C): -0.475, atom 12 (C): -0.009, atom 13 (C): -1.372, atom 14 (C): 0.527, atom 15 (C): -0.558, atom 16 (H): 0.141, atom 17 (H): 0.376, atom 18 (H): 0.377, atom 19 (H): 0.269, atom 20 (H): 0.300, atom 21 (H): -0.057, atom 22 (H): 0.274, atom 23 (H): 0.255, atom 24 (H): 0.407, atom 25 (H): 0.651, atom 26 (H): 0.447, atom 27 (H): 0.293, atom 28 (H): 0.372, atom 29 (H): 0.249

---

No. 6
DFT (ωB97M-V/def2-TZVPD) results for a molecular structure, C12H15AgAsN6PS4.

Element x y z (Å)
Ag -2.713 -1.255 0.080
As -4.558 1.313 0.551
S -4.207 1.922 2.586
S -5.083 -0.840 0.571
S -6.029 2.445 -0.483
S -2.635 1.355 -0.586
P 0.772 0.188 -0.336
N -0.410 -1.645 1.432
N -0.682 -1.818 -1.687
N 3.362 -0.374 0.423
N -0.367 0.442 2.142
N -0.448 0.076 -2.794
N 2.633 -1.910 -0.993
C -1.360 -1.900 -2.867
C -1.078 -0.280 3.063
C 4.391 -1.258 0.245
C 2.316 -0.817 -0.329
C -1.079 -1.569 2.617
C -1.243 -0.739 -3.553
C -0.258 1.888 2.110
C -0.021 -0.418 1.153
C -0.135 -0.618 -1.661
C 3.348 0.766 1.308
C 3.925 -2.200 -0.634
C -0.244 1.486 -3.045
H -1.673 -0.403 -4.480
H 4.333 0.865 1.761
H -1.541 -2.429 3.069
H -0.228 2.242 3.141
H 0.656 2.168 1.586
H -1.147 2.299 1.631
H 2.604 0.632 2.097
H 5.331 -1.142 0.757
H 4.445 -3.058 -1.023
H 0.723 1.798 -2.658
H -1.574 0.200 3.884
H 3.109 1.676 0.754
H -0.267 1.640 -4.125
H -1.051 2.051 -2.569
H -1.920 -2.779 -3.139

Calculated values
Kohn-Sham gap = 4.501 eV
highest occupied orbital energy = -0.390 eV
total charge = -2
E_LUMO = 4.11 eV
maximum force = 0.65 eV/Å
DFT total energy = -5111.7644 Ha

Electronic structure analysis, Mulliken charges in units of e: atom 1 (Ag): 0.205, atom 2 (As): 0.486, atom 3 (S): -0.721, atom 4 (S): -0.583, atom 5 (S): -0.709, atom 6 (S): -0.525, atom 7 (P): -0.018, atom 8 (N): -0.745, atom 9 (N): -0.638, atom 10 (N): 0.201, atom 11 (N): 0.640, atom 12 (N): 0.411, atom 13 (N): -0.485, atom 14 (C): -0.882, atom 15 (C): -0.046, atom 16 (C): -0.069, atom 17 (C): 0.002, atom 18 (C): -0.877, atom 19 (C): -0.095, atom 20 (C): -0.884, atom 21 (C): 0.352, atom 22 (C): 0.341, atom 23 (C): -0.725, atom 24 (C): -0.771, atom 25 (C): -0.794, atom 26 (H): 0.367, atom 27 (H): 0.335, atom 28 (H): 0.433, atom 29 (H): 0.346, atom 30 (H): 0.289, atom 31 (H): 0.221, atom 32 (H): 0.270, atom 33 (H): 0.351, atom 34 (H): 0.425, atom 35 (H): 0.266, atom 36 (H): 0.354, atom 37 (H): 0.273, atom 38 (H): 0.338, atom 39 (H): 0.227, atom 40 (H): 0.434

---

> Which formula does entry 1 have?

C12H14I2N2Sr